15
Properties=species:S:1:pos:R:3:mulliken_charge:R:1 method="wB97M-V/def2-TZVPD" homo_energy_ev=-7.874 total_energy_ha=-304.82786 total_charge=0 smiles=Cc1c[nH]c(N)c1 max_force_ev_per_a=0.22 e_lumo_ev=1.0
C 1.41247 -1.12298 1.51998 -1.2075
C 0.28953 -0.56451 0.70112 0.8295
C -0.71650 -1.22919 0.04080 -0.8323
N -1.29485 -0.34824 -0.84276 0.0321
C -0.67070 0.86678 -0.75953 0.0294
N -1.00310 1.89179 -1.68039 -0.6017
C 0.28647 0.77375 0.21744 -0.6509
H 2.29654 -1.17872 0.87238 0.2423
H 1.67258 -0.46921 2.35910 0.3069
H 1.22213 -2.12992 1.90086 0.3385
H -1.06094 -2.25256 0.11570 0.3782
H -2.02189 -0.55247 -1.50896 0.2145
H -1.08582 2.78266 -1.20283 0.2851
H -0.24210 1.99360 -2.34702 0.2645
H 0.94710 1.56831 0.54278 0.3715



15
Properties=species:S:1:pos:R:3:mulliken_charge:R:1 method="wB97M-V/def2-TZVPD" homo_energy_ev=-8.220 total_energy_ha=-304.79657 total_charge=0 smiles="CN/C=C(/C)C#N" max_force_ev_per_a=2.39 e_lumo_ev=0.7
C -2.18234 0.61226 0.01544 -0.9504
C -0.14047 -0.91285 -0.04631 -0.2664
C 0.91894 -0.03590 0.00963 0.6234
C 2.38030 -0.51887 -0.01406 -1.1971
C 0.71953 1.37133 0.02230 0.1114
H -1.99571 1.14449 0.95573 0.3460
H -1.84315 1.34031 -0.76500 0.3066
H -3.26734 0.50086 -0.06980 0.3070
H -2.12886 -1.48086 0.09514 0.2539
H 0.10682 -1.96232 -0.00735 0.2974
H 2.99421 0.01311 0.76303 0.3018
H 2.42363 -1.62679 0.14569 0.3190
H 2.90754 -0.28823 -0.93891 0.2745
N -1.49725 -0.68986 -0.09625 -0.2139
N 0.60416 2.53333 -0.06928 -0.5133



15
Properties=species:S:1:pos:R:3:mulliken_charge:R:1 method="wB97M-V/def2-TZVPD" homo_energy_ev=-7.331 total_energy_ha=-304.76282 total_charge=0 smiles=Cc1c[nH]c(N)c1 max_force_ev_per_a=2.28 e_lumo_ev=0.9
C 0.66041 -1.68297 -1.52174 -1.1526
C -0.03671 -0.59072 -0.74576 0.7497
C -1.17379 0.10978 -1.08596 -0.7600
N -1.35424 1.09584 0.29300 -0.1713
C -0.22879 0.86477 1.00191 0.2246
N 0.25039 1.52448 2.13235 -0.5063
C 0.50177 -0.16837 0.46650 -0.5258
H 1.57357 -1.27675 -1.97476 0.2545
H 0.96972 -2.47714 -0.83241 0.3151
H 0.07289 -2.13613 -2.32335 0.3328
H -1.97128 -0.51739 -1.54334 0.2278
H -1.83084 1.97031 0.59911 0.2317
H 1.25535 1.42804 2.20035 0.2211
H -0.05191 2.44947 2.39305 0.2226
H 1.36347 -0.59322 0.94104 0.3361